(1)
Here is one molecule with the formula C10H11BrN2 from the Open Molecules 2025 dataset. Energies are from ωB97M-V/def2-TZVPD.

Each line ends with the Mulliken charge.
Geometry (Å):
Br (2.236, -1.751, 0.373)  -0.154
N (1.664, 0.883, -0.731)  0.749
N (2.174, 2.060, -0.214)  -0.813
C (-2.627, -0.318, 0.898)  -0.375
C (1.309, 0.847, -2.146)  -0.842
C (-0.386, -0.569, 0.045)  0.561
C (-2.196, -1.960, -0.687)  -0.479
C (1.542, 0.799, 1.631)  -0.601
C (-1.310, 0.095, 0.953)  -0.780
C (1.300, 0.002, 0.293)  -0.105
C (2.193, 1.997, 1.055)  -0.300
C (-3.083, -1.370, 0.118)  -0.508
C (-0.880, -1.565, -0.769)  -0.216
H (-2.534, -2.813, -1.207)  0.390
H (-0.121, -2.030, -1.406)  0.355
H (0.242, 0.840, -2.381)  0.290
H (-0.912, 0.903, 1.511)  0.371
H (-4.179, -1.661, 0.150)  0.309
H (2.633, 2.674, 1.681)  0.574
H (2.107, 0.153, 2.301)  0.420
H (-3.364, 0.244, 1.517)  0.276
H (1.773, -0.125, -2.542)  0.268
H (1.765, 1.626, -2.553)  0.364
H (0.655, 1.042, 2.111)  0.246

**LUMO energy**: 0.8 eV
**Spin multiplicity**: 1
**HOMO level**: -8.3265 eV
**SMILES**: CN1N=CC[C@@]1(Br)c1ccccc1
**Energy above the lowest of the compared OMol25 structures with the same formula, charge and spin**: 6.9 kcal per mole

---

(2)
Here is C5H10O as an isolated structure from the Open Molecules 2025 dataset. Energies are from ωB97M-V/def2-TZVPD.

Each line ends with the Mulliken charge.
Geometry (Å):
O (0.123, 0.964, -0.629)  -0.298
C (-1.957, -0.111, -0.288)  -0.395
C (-0.563, -0.121, -0.796)  -0.184
C (1.091, 0.915, 0.407)  -0.398
C (2.121, -0.179, 0.290)  -1.020
C (-1.316, -0.318, 1.084)  -0.658
H (-1.751, 0.320, 1.858)  0.331
H (-0.035, -1.074, -0.871)  0.411
H (2.632, -0.186, -0.685)  0.296
H (-1.309, -1.363, 1.390)  0.266
H (-2.595, -0.912, -0.665)  0.259
H (2.880, -0.026, 1.062)  0.358
H (1.688, -1.177, 0.446)  0.259
H (-0.116, 0.220, 1.200)  0.230
H (1.523, 1.917, 0.483)  0.260
H (-2.444, 0.859, -0.398)  0.282

**LUMO energy (spin up / spin down)**: 0.6 / 0.6 eV
**Spin multiplicity**: 1
**HOMO level (spin up / spin down)**: -7.1350 / -7.1355 eV
**Energy above the lowest of the compared OMol25 structures with the same formula, charge and spin**: 115.9 kcal per mole